No. 1
The following is a DFT calculation (wB97M-V/def2-TZVPD) of the ion C6H4O7 with charge -2 at a distorted geometry.

The geometry in XYZ format:
```
17
Properties=species:S:1:pos:R:3:forces:R:3
C -2.1261 -0.9059 0.5545 -2.80 -0.51 -0.83
C -1.2900 -0.6754 1.5649 2.46 -0.77 -1.66
C -1.7826 -0.7728 -0.8854 -1.14 1.97 0.27
C 0.7981 -2.0788 -0.2780 -1.23 -0.49 -2.45
C 0.3282 -0.7041 -0.0396 -2.29 1.58 1.63
C 1.2883 0.4436 0.2856 -1.69 -2.50 3.54
O -1.0306 -0.6279 2.7398 -0.21 0.30 -0.04
O 1.8841 -2.4456 0.2301 1.36 0.07 1.04
O -2.6219 -0.6904 -1.7978 0.21 -0.77 1.00
O 0.1314 -2.7206 -1.1326 0.25 -0.45 0.87
O -0.5583 -0.3128 -1.1122 0.64 -0.51 0.46
O -3.6141 -1.0337 0.8137 1.57 0.54 -1.60
O 2.5930 0.0627 0.0823 0.90 -1.71 -0.21
H 1.0537 0.6805 1.4439 0.76 -0.01 -2.07
H 0.9255 1.2107 -0.3095 -0.18 2.05 -1.14
H -3.9694 -0.7894 -0.0844 0.49 -0.37 1.02
H 2.4699 -1.0080 0.1321 0.90 1.57 0.18
```
Positions in Å, forces in eV/Å.

Energy above the lowest of the compared OMol25 structures with the same formula, charge and spin   0.00 kcal/mol
DFT total energy   -20617.06001 eV
F_max   0.0904 hartree/bohr
Kohn-Sham gap   6.276 eV
Charge   -2
SMILES string   O=C=C(O)C(=O)OC(CO)=C([O-])[O-]

Atomic partial charges in e from the Löwdin method, atoms 1 to 4: -0.171, -0.235, -0.479, -0.672



No. 2
The following is a DFT calculation (wB97M-V/def2-TZVPD) of a cluster of 2 separate species, C4H13N2 in total at a distorted geometry.

The geometry in XYZ format:
```
19
Properties=species:S:1:pos:R:3:forces:R:3
C 2.7951 3.0102 -0.6516 -0.06 -0.04 0.01
C 2.4460 1.8782 -0.0570 0.24 0.27 -0.15
N 1.4488 1.0012 -0.5386 0.14 -0.18 0.28
H 2.3373 3.3482 -1.5699 -0.13 0.01 -0.07
H 3.5683 3.6338 -0.2370 0.11 -0.02 0.07
H 2.9794 1.5621 0.8317 -0.12 -0.17 0.00
H 0.6628 1.5001 -0.9200 -0.12 0.04 -0.16
H 1.1649 0.3277 0.1559 -0.04 0.11 0.04
C -2.0540 -0.2796 0.3621 -0.09 -0.50 0.70
N -1.9585 -1.7140 -0.0659 -0.57 -0.30 -0.27
C -0.7686 -2.4949 0.4426 -0.25 0.89 -0.40
H -3.0513 0.0828 0.1316 0.12 0.15 -0.33
H -1.9550 -0.2626 1.4466 0.17 0.08 -0.05
H -1.2538 0.2738 -0.1075 -0.02 0.19 -0.10
H -2.0219 -1.7395 -1.0839 0.33 -0.10 -0.12
H -2.8081 -2.2016 0.2231 0.00 0.05 0.23
H 0.1051 -2.0950 -0.0653 0.12 -0.09 0.10
H -0.9081 -3.5405 0.1961 0.00 -0.08 0.13
H -0.7283 -2.2904 1.5071 0.16 -0.31 0.08
```
Positions in Å, forces in eV/Å.

Energy above the lowest of the compared OMol25 structures with the same formula, charge and spin   49.47 kcal/mol
DFT total energy   -7331.34198 eV
F_max   0.0195 hartree/bohr
Kohn-Sham gap   7.378 eV
Charge   +1

Atomic partial charges in e from the Löwdin method, atoms 1 to 4: -0.013, -0.292, 0.007, 0.054



No. 3
The following is a DFT calculation (wB97M-V/def2-TZVPD) of the molecule C4H7IN2O2.

The geometry in XYZ format:
```
16
Properties=species:S:1:pos:R:3:forces:R:3
C -0.7198 1.3240 -0.0171 0.21 0.04 0.15
C 0.7439 1.6352 0.2741 -0.07 0.18 -0.02
C 1.3537 0.2655 0.5098 0.18 -0.07 -0.09
C 0.4401 -0.7284 -0.2336 0.16 0.24 -0.52
N -0.7945 0.0075 -0.3098 0.02 -0.59 0.31
N -1.9402 -0.6125 -0.8376 0.01 0.03 -0.05
O -1.6516 2.0937 -0.0443 -0.25 0.24 -0.09
O 0.2166 -1.8998 0.4972 -0.13 -0.23 0.20
I 3.4191 0.0871 -0.0999 -0.40 -0.01 0.15
H 1.1554 2.1302 -0.6086 0.00 -0.01 0.04
H 0.8472 2.3110 1.1217 -0.04 -0.03 -0.06
H 1.3347 0.0067 1.5693 0.06 -0.03 -0.17
H 0.7985 -0.9661 -1.2496 -0.02 -0.03 0.24
H -2.6167 0.1347 -0.9962 0.14 -0.09 0.06
H -2.3241 -1.2548 -0.1429 0.14 0.29 -0.07
H 0.9125 -2.5406 0.3164 -0.01 0.06 -0.10
```
Positions in Å, forces in eV/Å.

Energy above the lowest of the compared OMol25 structures with the same formula, charge and spin   0.00 kcal/mol
DFT total energy   -19437.08469 eV
F_max   0.0129 hartree/bohr
Kohn-Sham gap   9.469 eV
SMILES string   NN1C(=O)C[C@H](I)[C@H]1O

Atomic partial charges in e from the Löwdin method, atoms 1 to 4: -0.461, -0.131, -0.655, -0.436



No. 4
The following is a DFT calculation (wB97M-V/def2-TZVPD) of a structure of composition C29H24N8O4PS5Sc at a distorted geometry.

The geometry in XYZ format:
```
72
Properties=species:S:1:pos:R:3:forces:R:3
Sc -0.4257 0.8020 -0.3611 0.18 0.26 0.77
N 2.2632 -1.4900 1.7763 -0.03 -0.07 -0.02
N 2.1167 -2.6185 0.9651 0.00 0.01 -0.02
C 1.4565 -2.6693 -0.1923 0.10 -0.01 0.13
N 1.3736 -3.8397 -0.8183 -0.01 -0.01 -0.07
N 0.9113 -1.5044 -0.6073 0.02 -0.30 -0.42
N 0.4115 -1.4542 -1.8373 -0.29 0.67 -0.18
O -0.2216 -0.3734 -2.0500 0.12 -1.05 -0.67
O 0.5293 -2.2799 -2.7115 0.03 -0.09 0.06
H 1.3290 -1.2057 2.0624 -0.03 0.10 0.05
H 2.6932 -0.7428 1.2397 -0.02 0.02 -0.03
H 2.4940 -3.4691 1.3461 0.02 -0.02 0.02
H 1.7227 -4.6777 -0.3886 0.02 0.00 0.02
H 0.9586 -3.8749 -1.7354 0.00 -0.02 0.00
O -1.7814 3.8828 2.3007 0.12 0.00 0.02
C -2.3166 3.2850 1.4101 -0.20 -0.01 -0.13
N -1.7989 2.1912 0.6894 -0.18 0.39 0.20
C -2.7127 1.8169 -0.1967 -0.22 -0.51 -0.22
O -2.4621 0.8411 -0.9717 0.11 0.30 0.09
C -3.9331 2.6563 -0.1589 0.12 -0.22 -0.16
C -5.0843 2.6667 -0.9163 -0.12 -0.05 0.01
C -6.0290 3.6447 -0.6071 0.05 0.02 0.06
C -5.8009 4.5626 0.4175 0.02 -0.04 -0.03
C -4.6204 4.5385 1.1625 -0.10 0.06 0.02
C -3.6984 3.5680 0.8471 0.21 0.13 0.21
H -5.2487 1.9472 -1.7096 0.02 0.03 0.04
H -6.9513 3.6954 -1.1723 0.02 0.00 0.02
H -6.5529 5.3118 0.6329 0.02 -0.02 -0.01
H -4.4293 5.2534 1.9528 -0.02 -0.01 -0.02
S -4.3743 -4.2631 -1.3035 0.02 0.17 0.11
C -3.7460 -3.1481 -0.2528 -0.27 0.00 0.21
S -2.0465 -2.8889 -0.0469 0.45 -0.13 -0.19
C -2.3214 -1.6038 1.0883 0.18 0.30 0.20
N -3.5667 -1.4077 1.3364 -0.02 -0.24 -0.23
N -4.3538 -2.2870 0.6071 -0.27 0.21 0.06
C -5.7668 -2.0773 0.7527 0.23 -0.05 -0.10
C -6.6412 -3.1467 0.8134 -0.11 -0.12 0.01
C -8.0001 -2.8989 0.9595 0.00 0.00 0.00
C -8.4761 -1.5990 1.0521 0.06 0.00 0.00
C -7.5826 -0.5354 1.0054 -0.02 -0.03 -0.01
C -6.2264 -0.7721 0.8549 -0.02 0.08 -0.01
S -1.0261 -0.6757 1.8055 -0.11 0.05 -0.12
H -6.2689 -4.1584 0.7430 -0.01 0.04 -0.01
H -8.6878 -3.7339 1.0054 0.01 0.02 0.00
H -9.5370 -1.4154 1.1670 0.03 0.00 0.00
H -7.9385 0.4847 1.0849 0.00 -0.04 0.00
H -5.5172 0.0431 0.8305 -0.01 0.02 -0.01
S -0.1473 3.0165 -1.8399 0.13 -0.08 0.16
P 1.6199 3.0507 -0.8912 0.05 0.39 -0.09
S 2.3264 1.1825 -0.7323 -0.34 -0.08 0.27
C 1.5127 3.7462 0.7817 0.01 0.16 0.19
C 1.5731 5.1301 0.9472 -0.13 0.03 0.05
C 1.4936 5.6886 2.2143 0.00 -0.01 -0.08
C 1.3501 4.8740 3.3286 -0.01 0.00 0.03
C 1.2810 3.4994 3.1745 -0.01 0.03 -0.04
C 1.3693 2.9414 1.9083 0.05 0.09 0.04
C 2.7565 4.1873 -1.7223 0.22 -0.11 -0.10
C 4.0928 4.1919 -1.3214 0.02 0.00 0.01
C 4.9926 5.0647 -1.9112 -0.05 -0.02 0.01
C 4.5615 5.9377 -2.9046 -0.01 -0.02 0.01
C 3.2347 5.9346 -3.3064 -0.06 -0.06 0.06
C 2.3287 5.0571 -2.7169 0.04 0.02 -0.05
H 1.6803 5.7744 0.0832 0.02 0.01 0.01
H 1.5451 6.7637 2.3312 0.00 -0.02 -0.01
H 1.2868 5.3126 4.3170 0.00 -0.01 -0.04
H 1.1516 2.8589 4.0376 0.02 0.00 -0.03
H 1.3628 1.8655 1.8176 0.00 -0.16 -0.07
H 4.4252 3.5071 -0.5482 -0.01 0.02 -0.03
H 6.0297 5.0652 -1.5993 -0.03 -0.01 -0.01
H 5.2655 6.6175 -3.3682 -0.02 -0.01 0.01
H 2.9005 6.6128 -4.0818 0.00 -0.03 0.02
H 1.2927 5.0450 -3.0322 0.01 -0.01 0.00
```
Positions in Å, forces in eV/Å.

Energy above the lowest of the compared OMol25 structures with the same formula, charge and spin   23.77 kcal/mol
DFT total energy   -134742.09849 eV
F_max   0.0243 hartree/bohr
Kohn-Sham gap   6.728 eV

Atomic partial charges in e from the Löwdin method, atoms 1 to 4: 0.635, 0.059, 0.007, -0.390